[1]
Formula: C5H15N2
Source: the Open Molecules 2025 dataset
Level of theory: ωB97M-V with the def2-TZVPD basis set

- Charge: +1
- Frontier orbital gap: 6.48 eV
- LUMO energy: -8.029 eV

Each line ends with the Mulliken charge.
Positions of all 22 atoms, in Å:
C  2.65269  -0.15673  -0.16904  -0.37
N  2.31856  0.95919  0.68156  -0.46
C  -2.11694  0.92622  1.11322  -0.64
C  -3.16960  -0.16445  1.04425  -0.89
C  1.40062  -1.19418  -0.11723  -0.43
N  0.33104  -0.49258  -0.55891  0.06
C  0.20996  -0.37500  -1.94009  -0.96
H  3.46181  -0.65470  0.35526  0.35
H  2.81050  0.05125  -1.22568  0.34
H  -1.53968  1.00941  0.19242  0.07
H  -2.45213  1.93220  1.34511  0.39
H  -1.34153  0.70976  1.85179  0.24
H  -4.02514  0.18897  0.46083  0.27
H  -2.79055  -1.05809  0.55575  0.27
H  -3.59531  -0.37165  2.01333  0.31
H  1.62952  -2.09445  -0.70758  0.40
H  1.28036  -1.40082  0.94796  0.34
H  3.03420  1.67449  0.72533  0.26
H  1.44615  1.39668  0.41104  0.23
H  -0.84177  -0.51216  -2.21380  0.34
H  0.43615  0.65660  -2.25599  0.39
H  0.86105  -1.02996  -2.50953  0.49

[2]
Formula: C5H15N2
Source: the Open Molecules 2025 dataset
Level of theory: ωB97M-V with the def2-TZVPD basis set

- Charge: +1
- Frontier orbital gap: 10.34 eV
- LUMO energy: -3.187 eV

Each line ends with the Mulliken charge.
Positions of all 22 atoms, in Å:
C  0.67020  0.27781  -1.04562  -1.33
C  -0.68252  1.75821  0.23729  -1.76
C  -2.57973  -0.55915  0.60638  -0.98
C  -0.78104  -1.93669  -0.40215  -1.08
C  -0.44902  0.35937  -0.12968  1.44
N  3.18162  0.73360  0.22791  -0.87
N  -1.23711  -0.58728  0.07548  0.01
H  0.57134  0.94236  -1.88028  0.40
H  1.64774  0.54917  -0.54710  0.27
H  0.76656  -0.64320  -1.45513  0.58
H  -1.31794  2.04505  1.05985  0.44
H  0.27966  2.23562  0.28591  0.37
H  -1.21677  2.28071  -0.59739  0.38
H  -2.94252  0.38348  0.73924  0.40
H  -3.01896  -1.12091  -0.19744  0.43
H  -2.70322  -1.16297  1.44325  0.35
H  0.26661  -2.09245  -0.04604  0.40
H  -1.59686  -2.62612  0.14663  0.37
H  -0.87485  -1.93143  -1.48400  0.41
H  3.60422  0.04733  -0.40494  0.28
H  3.51414  0.40027  1.14396  0.24
H  3.53844  1.68659  0.00705  0.26

[3]
Formula: C5H15N2O
Source: the Open Molecules 2025 dataset
Level of theory: ωB97M-V with the def2-TZVPD basis set

- Charge: 0
- 2S+1: 2
- Frontier orbital gap (alpha / beta): 9.81 / 7.75 eV
- ⟨S²⟩: 0.75
- LUMO energy (alpha / beta): 1.052 / -0.983 eV

Each line ends with the Mulliken spin population.
Positions of all 23 atoms, in Å:
N  2.30492  -1.62031  -1.57144  0.03
C  1.85818  -0.88483  -0.39938  0.10
C  2.31435  0.56647  -0.45339  -0.02
C  0.33148  -1.00102  -0.31290  -0.08
N  -0.32331  0.03827  0.48003  0.00
C  -1.75514  -0.18428  0.55882  0.01
C  -2.47130  1.01451  1.14337  0.00
O  -2.43881  2.05198  0.17510  0.00
H  2.30857  -1.31051  0.51093  0.01
H  2.73808  -2.50870  -1.37184  0.00
H  2.91912  -1.11278  -2.19415  0.00
H  1.72169  -1.11188  2.14901  0.91
H  3.39350  0.62129  -0.60831  -0.01
H  1.81186  1.10363  -1.26125  0.00
H  2.07840  1.09344  0.47149  0.00
H  0.07308  -2.00152  0.06533  0.02
H  -0.01430  -0.92444  -1.34240  0.01
H  0.08210  -0.01919  1.41062  0.02
H  -2.02396  -1.10197  1.10488  0.00
H  -2.13018  -0.30493  -0.46209  0.00
H  -3.49990  0.76681  1.41097  0.00
H  -1.94976  1.33418  2.05257  0.00
H  -2.84911  2.84858  0.53625  0.00

[4]
Formula: C5H15N2O
Source: the Open Molecules 2025 dataset
Level of theory: ωB97M-V with the def2-TZVPD basis set

- Charge: +1
- Frontier orbital gap: 10.42 eV
- LUMO energy: -3.002 eV

Each line ends with the Mulliken charge.
Positions of all 23 atoms, in Å:
C  -0.29633  1.74402  -2.57845  -1.71
C  0.39138  0.52044  -2.04806  0.74
C  -0.34856  0.05265  -0.76688  -1.02
C  0.52793  -0.42407  0.35045  0.55
C  0.61151  -1.63116  0.87123  -1.09
N  1.40715  0.64427  0.86708  -0.18
N  1.77654  0.85089  -1.72518  -0.72
H  -0.29125  2.56391  -1.85203  0.43
H  -1.36428  1.55640  -2.73263  0.39
H  0.05901  2.13412  -3.53292  0.41
H  0.30173  -0.25673  -2.79945  0.26
H  -1.03268  0.81813  -0.38307  0.35
H  -1.00874  -0.78805  -0.99477  0.42
H  1.36877  -1.92294  1.58389  0.25
H  -0.08156  -2.37024  0.51986  0.28
H  1.79484  1.07891  -0.01427  0.40
H  2.17659  0.28772  1.43407  0.36
H  0.91928  1.35078  1.42129  0.37
H  2.39928  0.07887  -1.94701  0.24
H  2.09190  1.59611  -2.34091  0.26
H  -4.54557  -2.46071  5.38084  0.33
H  -3.25186  -3.14127  5.78114  0.33
O  -3.60508  -2.28205  5.50579  -0.65

[5]
Formula: C5H15N2O
Source: the Open Molecules 2025 dataset
Level of theory: ωB97M-V with the def2-TZVPD basis set

- Charge: +1
- Frontier orbital gap: 10.05 eV
- LUMO energy: -3.104 eV

Each line ends with the Mulliken charge.
Positions of all 23 atoms, in Å:
N  0.67450  1.02961  2.10770  -0.24
C  0.29005  -0.03420  1.10378  -0.21
C  1.19600  0.10127  -0.06612  -0.73
C  1.17994  -1.09182  -0.97007  -0.29
C  0.41661  -2.17445  -0.97254  -0.91
C  -1.13035  0.35125  0.67746  -0.48
N  -1.90865  0.78380  1.84164  -0.68
H  -0.13741  1.44208  2.58154  0.38
H  1.29900  0.63340  2.80758  0.35
H  1.25420  1.74447  1.68307  0.34
H  0.31054  -1.00334  1.58260  0.49
H  1.01462  0.94032  -0.74946  0.46
H  2.25327  0.28671  0.17145  0.40
H  1.73971  -0.97632  -1.89217  0.29
H  -0.23748  -2.50058  -0.17722  0.24
H  0.62552  -2.99581  -1.64559  0.30
H  -1.56619  -0.52203  0.18257  0.36
H  -1.16324  1.08193  -0.13151  0.43
H  -2.34625  -0.02461  2.27772  0.22
H  -2.71486  1.32556  1.55152  0.25
H  -0.55539  1.07541  -4.05095  0.29
H  -0.67098  -0.35083  -3.54737  0.31
O  -0.23199  0.48642  -3.36447  -0.59

[6]
Formula: C5H15N2O
Source: the Open Molecules 2025 dataset
Level of theory: ωB97M-V with the def2-TZVPD basis set

- Charge: +1
- SMILES: CNC[C@@H]([NH3+])CCO
- Frontier orbital gap: 10.13 eV
- LUMO energy: -3.205 eV

Each line ends with the Mulliken charge.
Positions of all 23 atoms, in Å:
C  1.14852  -2.65223  -1.33533  -0.94
N  1.09107  -1.36848  -0.60132  -0.35
C  -0.15341  -0.63030  -0.75069  -0.90
C  -0.53487  0.12756  0.55517  0.17
N  0.00420  -0.74793  1.67206  -0.32
C  -0.01671  1.51947  0.76898  -0.72
C  -0.95658  2.63038  0.35580  -0.73
O  -1.52579  2.32311  -0.92306  -0.51
H  0.72897  -3.47472  -0.77428  0.28
H  0.61715  -2.59448  -2.28617  0.34
H  2.18025  -2.80810  -1.59732  0.36
H  1.84702  -0.80720  -0.94109  0.25
H  -0.98745  -1.29217  -0.96293  0.51
H  -0.13576  0.09060  -1.55121  0.41
H  -1.61216  0.01242  0.66402  0.38
H  -0.02255  -1.75063  1.47881  0.31
H  -0.47657  -0.53690  2.53949  0.34
H  0.99107  -0.54553  1.81899  0.37
H  0.25705  1.70003  1.81977  0.38
H  0.92542  1.66883  0.23456  0.31
H  -0.43773  3.56715  0.41711  0.40
H  -1.82091  2.72032  1.01480  0.33
H  -1.11023  2.84880  -1.61615  0.32

[7]
Formula: C5H15N2O
Source: the Open Molecules 2025 dataset
Level of theory: ωB97M-V with the def2-TZVPD basis set

- Charge: +1
- Frontier orbital gap: 4.13 eV
- LUMO energy: -8.007 eV

Each line ends with the Mulliken charge.
Positions of all 23 atoms, in Å:
C  -0.53933  -1.53295  0.60772  -0.47
C  -1.45528  -1.44953  1.88170  -0.46
C  -0.78409  -0.84406  3.10761  -0.93
N  3.16859  2.27229  0.71963  -0.36
C  1.90903  1.82322  0.66778  0.43
C  0.82212  2.48459  1.14531  -0.82
N  -0.08059  -0.28447  0.26458  -0.15
H  -1.03827  -2.04713  -0.21679  0.42
H  0.33570  -2.15938  0.90129  0.30
H  -2.32514  -0.86129  1.59274  0.33
H  -1.81329  -2.46041  2.07575  0.33
H  -1.53486  -0.64533  3.87356  0.33
H  -0.32306  0.10855  2.86458  0.22
H  3.35048  3.20371  1.05593  0.23
H  3.88364  1.87474  0.13168  0.24
H  1.81571  0.80979  0.29803  0.29
H  0.88743  3.50833  1.48753  0.26
H  -0.02021  -1.51116  3.51775  0.31
H  -0.13093  1.97790  1.16775  0.22
H  -0.08575  -0.20287  -0.76649  0.29
H  -2.67753  -2.62206  -7.20871  0.33
H  -2.63309  -1.12743  -7.61212  0.33
O  -2.40525  -1.74454  -6.91097  -0.66

[8]
Formula: C5H15N2O
Source: the Open Molecules 2025 dataset
Level of theory: ωB97M-V with the def2-TZVPD basis set

- Charge: +2
- 2S+1: 2
- Frontier orbital gap (alpha / beta): 8.67 / 6.61 eV
- ⟨S²⟩: 0.76
- LUMO energy (alpha / beta): -10.657 / -11.422 eV

Each line ends with the Mulliken spin population.
Positions of all 23 atoms, in Å:
C  -2.21776  -0.90553  0.44074  0.00
C  -1.56796  -1.65820  -0.65698  0.00
C  -1.19416  -1.13561  -1.90228  0.00
C  -1.34003  0.17641  -2.27015  0.00
N  1.76516  -0.22510  2.72083  0.59
C  2.04322  0.54876  1.50848  0.00
N  1.06398  1.58306  1.34621  0.43
H  -3.00773  -1.52702  0.87037  0.00
H  -2.77890  -0.04450  0.07023  0.00
H  -1.60460  -0.54882  1.28028  0.00
H  -1.73185  -2.73399  -0.70496  0.00
H  0.90609  -0.76505  2.63482  -0.02
H  2.01334  -0.15142  0.67932  0.01
H  -0.80340  -1.79176  -2.67879  0.00
H  -1.78623  0.87574  -1.55900  0.00
H  -1.26787  0.52109  -3.30579  0.00
H  1.71926  0.32645  3.58010  -0.02
H  3.04998  0.97503  1.51435  0.01
H  1.21657  2.43683  1.87422  -0.01
H  0.91995  1.67801  0.33328  0.01
H  2.25448  1.03288  -2.19846  0.00
H  0.79484  0.47703  -2.02135  0.00
O  1.55362  0.85570  -1.55547  0.00

[9]
Formula: C5H15N2O
Source: the Open Molecules 2025 dataset
Level of theory: ωB97M-V with the def2-TZVPD basis set

- Charge: +2
- 2S+1: 2
- Frontier orbital gap (alpha / beta): 10.31 / 6.93 eV
- ⟨S²⟩: 0.76
- LUMO energy (alpha / beta): -8.220 / -11.903 eV

Each line ends with the Mulliken spin population.
Positions of all 23 atoms, in Å:
C  1.28374  2.04622  -2.14668  0.03
C  0.20305  1.27203  -1.40998  0.11
C  0.74436  0.55069  -0.04910  0.05
C  0.00067  -0.74418  -0.01858  0.36
C  0.58603  -1.96452  -0.26986  0.14
N  0.05439  -3.17307  0.02442  0.29
N  -1.36837  -0.64656  0.63159  -0.01
H  1.35607  3.06435  -1.74071  0.00
H  0.85626  2.12695  -3.16276  0.01
H  2.26567  1.60011  -2.23161  0.00
H  -0.66128  1.87550  -1.15393  0.01
H  -0.12802  0.50009  -2.14612  0.00
H  0.48203  1.23764  0.73021  0.01
H  1.80842  0.29870  -0.09573  0.01
H  1.48089  -1.97204  -0.87248  0.00
H  0.68533  -3.94228  -0.19410  -0.01
H  -0.36001  -3.34654  0.93056  0.00
H  -2.05649  -0.59661  -0.11855  0.01
H  -1.38310  -1.47889  1.24515  0.00
H  -1.42088  0.19266  1.21273  0.00
H  -1.38788  0.37051  4.07139  0.00
H  -1.35854  1.81653  3.44584  0.00
O  -1.68233  0.91272  3.31828  0.00

[10]
Formula: C5H15N2S
Source: the Open Molecules 2025 dataset
Level of theory: ωB97M-V with the def2-TZVPD basis set

- Charge: +1
- SMILES: CNC[C@H]([NH3+])CCS
- Frontier orbital gap: 10.07 eV
- LUMO energy: -2.965 eV

Each line ends with the Mulliken charge.
Positions of all 23 atoms, in Å:
C  1.59597  -0.24258  -3.18537  -1.01
N  1.33902  0.56426  -1.98867  -0.25
C  1.87374  0.07816  -0.73572  -1.16
C  0.75299  -0.09819  0.27063  0.09
N  0.04071  -1.40172  -0.10528  -0.09
C  -0.31615  0.99895  0.26657  -0.92
C  -1.09709  1.10463  1.56505  -0.70
S  -2.14359  -0.31972  1.93091  -0.28
H  2.48474  0.04658  -3.72497  0.34
H  0.78646  -0.00158  -3.88206  0.34
H  1.54289  -1.32381  -3.08275  0.36
H  1.70715  1.48903  -2.16306  0.25
H  2.58723  0.74935  -0.25731  0.47
H  2.38108  -0.86252  -0.93195  0.48
H  1.15072  -0.15700  1.28167  0.40
H  -0.01069  -1.36724  -1.10914  0.33
H  0.53862  -2.17682  0.20760  0.34
H  -0.88034  -1.39739  0.36292  0.15
H  -0.88840  0.90750  -0.65798  0.41
H  0.23111  1.90095  0.12303  0.43
H  -0.42830  1.34134  2.39317  0.43
H  -1.70097  2.00778  1.51831  0.41
H  -1.37000  -0.87859  2.87290  0.18

[11]
Formula: C5H15N3NaO10S2
Source: the Open Molecules 2025 dataset
Level of theory: ωB97M-V with the def2-TZVPD basis set

- Charge: -3
- Frontier orbital gap: 2.80 eV
- LUMO energy: 5.470 eV

Each line ends with the Mulliken charge.
Positions of all 36 atoms, in Å:
Na  9.25223  -17.47117  -8.40061  0.98
S  7.47582  -19.99031  -8.80516  1.06
O  7.37051  -21.44771  -8.55191  -0.80
O  6.48959  -19.25691  -7.99716  -0.64
O  8.85792  -19.57495  -8.42859  -0.85
O  7.19685  -19.65410  -10.24171  -0.76
S  6.84246  -15.85407  -6.10836  0.99
O  8.14713  -16.09294  -6.78514  -0.60
O  6.93510  -14.63060  -5.26794  -0.77
O  5.74648  -15.76360  -7.13021  -0.80
O  6.41932  -17.05414  -5.33692  -0.75
C  7.16507  -16.00109  -12.21052  -1.62
C  8.11647  -16.55833  -11.13776  0.59
C  9.49547  -15.91570  -11.28835  -0.88
O  10.38111  -16.35260  -10.25109  -0.13
C  11.59619  -15.67986  -10.14372  -0.89
N  7.51134  -16.50338  -9.82273  -0.40
H  6.37486  -16.72193  -12.42402  0.40
H  7.71353  -16.06713  -13.17180  0.40
H  6.79168  -14.98076  -12.13782  0.34
H  8.27622  -17.62888  -11.31588  0.25
H  9.35761  -14.83609  -11.12661  0.39
H  9.92714  -16.16436  -12.26208  0.29
H  11.95843  -15.30681  -11.11495  0.36
H  12.38738  -16.39010  -9.88887  0.26
H  11.61334  -14.85317  -9.42889  0.28
H  7.17889  -15.59183  -9.51834  0.13
H  6.68284  -17.09153  -9.76079  0.23
C  11.16807  -17.54489  -5.35296  0.49
O  11.23786  -17.32653  -6.54014  -0.56
N  12.18831  -18.18189  -4.64587  -0.50
N  10.18904  -17.00260  -4.60053  -0.26
H  12.60949  -19.00582  -5.03514  0.24
H  11.99725  -18.19642  -3.65713  0.17
H  9.43123  -16.55512  -5.13191  0.21
H  9.97582  -17.22533  -3.64664  0.17

For reference, relative energy (zero: lowest compared OMol25 entry of this formula, charge and spin) by record: 116.6, 40.9, 35.6, 28.7, 37.7, 33.5, 145.8, 94.1, 46.0, 18.0, 10.5 kcal per mole.